Run a
Entry from the Open Molecules 2025 dataset: an isolated ion of composition C3H5N2O and charge +1 (the ωB97M-V functional and the def2-TZVPD basis).

```
! RIJCOSX wB97M-V def2-TZVPD def2/J DEFGRID3
* xyz 1 1
C 0.81 -0.46 -0.15
C 0.78 2.00 0.08
C -1.35 -0.95 0.26
N -0.35 -1.28 -0.41
N 0.78 0.82 -0.46
O 1.81 -1.06 0.10
H 0.70 2.25 1.10
H 0.78 2.70 -0.69
H -2.24 -1.69 0.27
H -1.41 -0.10 0.88
H -0.30 -2.23 -0.98
*
```

Calculated values
Lowest unoccupied orbital energy, eV: -5.75

natural (NBO) atomic charge list, values in e, 5 entries: atom 1 (C): 0.7090, atom 2 (C): 0.1019, atom 3 (C): 0.1503, atom 4 (N): -0.4505, atom 5 (N): -0.4417

=====

Run b
Entry from the Open Molecules 2025 dataset: C3H5N2O as an isolated structure (the ωB97M-V functional and the def2-TZVPD basis).

```
! RIJCOSX wB97M-V def2-TZVPD def2/J DEFGRID3
* xyz 1 1
C -0.01 0.01 0.15
C -0.02 -0.04 -1.80
C 0.01 0.05 1.59
N -0.52 -0.87 -0.72
N 0.49 0.84 -0.78
O -0.03 -0.08 -2.96
H 0.91 -0.47 1.96
H -0.85 -0.48 2.02
H 0.06 1.07 1.97
H -1.03 -1.74 -0.66
H 0.99 1.72 -0.77
*
```

Calculated values
Lowest unoccupied orbital energy, eV: -5.47

natural (NBO) atomic charge list, values in e, 5 entries: atom 1 (C): 0.6487, atom 2 (C): 0.8348, atom 3 (C): -0.7258, atom 4 (N): -0.6085, atom 5 (N): -0.6084

=====

Run c
Entry from the Open Molecules 2025 dataset: an isolated ion of composition C3H5N2O and charge +1 (the ωB97M-V functional and the def2-TZVPD basis).

```
! RIJCOSX wB97M-V def2-TZVPD def2/J DEFGRID3
* xyz 1 1
C 2.36 -0.78 0.51
C 0.21 -0.42 -0.65
C -0.72 0.56 0.02
N 1.30 -0.93 -0.31
N 3.26 0.05 0.20
O 4.10 0.63 -0.36
H 2.21 -1.23 1.48
H -0.65 1.30 -0.82
H -0.21 -0.80 -1.68
H -1.72 0.11 0.00
H -0.35 0.74 1.04
*
```

Calculated values
Lowest unoccupied orbital energy (spin up / spin down), eV: -7.48 / -6.99

natural (NBO) atomic charge list, values in e, 5 entries: atom 1 (C): 0.1686, atom 2 (C): 0.2935, atom 3 (C): -0.6864, atom 4 (N): -0.4036, atom 5 (N): 0.2953

=====

Result of the stability comparison: run c is the least stable of them.

=====

Run a
Entry from the Open Molecules 2025 dataset: the molecule C9H15N (the ωB97M-V functional and the def2-TZVPD basis).

```
! RIJCOSX wB97M-V def2-TZVPD def2/J DEFGRID3
* xyz 0 1
C -2.05 -0.21 0.56
C -1.00 0.70 0.36
C 0.66 -0.77 0.14
C 0.11 0.37 -0.72
C -1.10 1.78 1.36
C 1.32 -0.54 1.49
C 0.30 -2.23 -0.09
C -0.57 -0.12 -1.99
C 1.16 1.39 -1.04
N -2.94 -0.96 0.64
H -0.99 1.26 2.30
H -2.03 2.27 1.11
H -0.27 2.52 1.22
H 1.82 0.40 1.70
H 2.14 -1.14 1.56
H 0.78 -0.85 2.33
H -0.72 -2.40 -0.46
H 0.38 -2.84 0.79
H 0.94 -2.63 -0.99
H -1.29 -0.92 -1.81
H 0.12 -0.63 -2.76
H -1.13 0.71 -2.35
H 1.97 0.95 -1.78
H 1.64 1.69 -0.05
H 0.73 2.18 -1.51
*
```

Calculated values
Lowest unoccupied orbital energy (spin up / spin down), eV: 0.49 / 0.01

natural (NBO) atomic charge list, values in e, 5 entries: atom 1 (C): 0.2389, atom 2 (C): -0.0948, atom 3 (C): 0.2138, atom 4 (C): -0.1192, atom 5 (C): -0.6424

=====

Run b
Entry from the Open Molecules 2025 dataset: the molecule C9H15N (the ωB97M-V functional and the def2-TZVPD basis).

```
! RIJCOSX wB97M-V def2-TZVPD def2/J DEFGRID3
* xyz 0 1
C -0.70 0.91 0.09
C 0.46 0.60 1.07
C 1.48 -0.24 0.49
C 2.15 0.75 -0.53
C -1.97 0.04 0.13
C -1.58 -1.34 0.53
C -0.53 -1.43 -0.60
C -0.91 0.03 -1.03
C 1.00 -1.56 -0.14
H -1.49 2.80 0.54
H -1.38 2.27 -1.02
H -0.02 0.24 2.05
H 0.93 1.57 1.28
H 2.27 -0.55 1.30
H 2.99 0.24 -1.15
H 2.52 1.68 0.08
H -3.05 0.23 0.10
H -2.39 -2.12 0.37
H -1.21 -1.51 1.53
H -0.88 -2.20 -1.37
H -0.96 0.44 -2.00
H 1.36 1.17 -1.17
H 1.17 -2.43 0.55
H 1.65 -1.84 -0.95
N -0.91 2.24 -0.15
*
```

Calculated values
Lowest unoccupied orbital energy, eV: 1.09

natural (NBO) atomic charge list, values in e, 5 entries: atom 1 (C): 0.1166, atom 2 (C): -0.4152, atom 3 (C): -0.2273, atom 4 (C): -0.6106, atom 5 (C): -0.2579

=====

Result of the stability comparison: run a is the least stable of them.

=====

Run a
Entry from the Open Molecules 2025 dataset: the molecule C8H14O (the ωB97M-V functional and the def2-TZVPD basis).

```
! RIJCOSX wB97M-V def2-TZVPD def2/J DEFGRID3
* xyz 0 1
C -1.44 0.04 0.23
C 1.04 -0.30 -0.41
C -1.80 -0.66 1.55
C -1.77 -0.89 -0.95
C 0.07 0.60 0.29
C 2.55 0.14 -0.32
C 0.31 1.74 0.97
C 3.48 -0.31 -1.18
O -2.31 1.17 0.10
H -1.97 1.71 -0.63
H 0.99 -1.30 0.01
H 0.79 -0.33 -1.48
H 2.89 0.80 0.47
H -1.54 -0.41 -1.91
H -2.87 -0.91 1.57
H -1.63 0.01 2.40
H -1.23 -1.57 1.69
H -1.23 -1.84 -0.89
H -2.84 -1.13 -0.97
H 1.29 2.18 1.07
H -0.50 2.26 1.47
H 3.22 -0.99 -1.99
H 4.52 -0.01 -1.10
*
```

Calculated values
Lowest unoccupied orbital energy, eV: 0.87

natural (NBO) atomic charge list, values in e, 5 entries: atom 1 (C): 0.2238, atom 2 (C): -0.4958, atom 3 (C): -0.6213, atom 4 (C): -0.6353, atom 5 (C): 0.0198

=====

Run b
Entry from the Open Molecules 2025 dataset: the molecule C8H14O (the ωB97M-V functional and the def2-TZVPD basis).

```
! RIJCOSX wB97M-V def2-TZVPD def2/J DEFGRID3
* xyz 0 1
C 0.91 -0.36 -1.07
C 1.03 1.09 -1.41
C 2.01 -1.22 -1.63
C -2.14 -1.11 1.04
C -1.08 -0.14 0.50
C -0.04 -0.89 -0.31
C -0.28 0.44 1.64
C 0.13 1.69 1.72
O -1.72 0.85 -0.29
H -2.30 1.35 0.29
H -0.02 -1.95 -0.11
H 0.01 -0.28 2.39
H 0.06 1.58 -1.35
H 1.43 1.21 -2.42
H 1.71 1.58 -0.71
H 1.88 -2.26 -1.36
H 2.97 -0.87 -1.24
H 2.05 -1.14 -2.72
H -2.85 -0.57 1.66
H -1.68 -1.89 1.64
H -2.68 -1.57 0.21
H 0.74 2.04 2.54
H -0.15 2.43 0.99
*
```

Calculated values
Lowest unoccupied orbital energy, eV: 0.91

natural (NBO) atomic charge list, values in e, 5 entries: atom 1 (C): 0.0756, atom 2 (C): -0.6720, atom 3 (C): -0.6312, atom 4 (C): -0.6122, atom 5 (C): 0.1656

=====

Result of the stability comparison: run a is the least stable of them.

=====

Run a
Entry from the Open Molecules 2025 dataset: the molecule C8H14O (the ωB97M-V functional and the def2-TZVPD basis).

```
! RIJCOSX wB97M-V def2-TZVPD def2/J DEFGRID3
* xyz 0 1
C 1.10 -1.44 -0.75
C 1.16 0.90 -0.73
C 1.87 -2.64 -0.32
C -0.34 -1.49 -0.96
C -0.67 2.54 -0.42
C -1.69 0.91 1.83
C 0.00 1.25 -0.03
C -0.52 0.49 1.00
O 1.76 -0.30 -0.75
H 1.74 1.65 -1.24
H 0.11 -0.27 1.44
H 1.68 -3.49 -0.98
H 1.60 -2.95 0.69
H 2.93 -2.42 -0.34
H -0.69 -2.51 -1.11
H -0.90 -1.02 -0.09
H -0.62 -0.85 -1.81
H -0.83 3.17 0.45
H -1.65 2.33 -0.86
H -0.07 3.08 -1.15
H -1.41 1.71 2.52
H -2.50 1.28 1.21
H -2.06 0.07 2.42
*
```

Calculated values
Lowest unoccupied orbital energy (spin up / spin down), eV: 0.68 / 0.93

natural (NBO) atomic charge list, values in e, 5 entries: atom 1 (C): 0.3599, atom 2 (C): 0.0232, atom 3 (C): -0.6678, atom 4 (C): -0.7132, atom 5 (C): -0.6272

=====

Run b
Entry from the Open Molecules 2025 dataset: C8H14O as an isolated structure (the ωB97M-V functional and the def2-TZVPD basis).

```
! RIJCOSX wB97M-V def2-TZVPD def2/J DEFGRID3
* xyz 0 1
C 0.80 -0.18 -0.19
C -1.42 -0.39 0.60
C 0.45 -0.05 1.15
C 0.78 0.94 -1.18
C -2.15 0.85 0.16
C -1.72 -1.63 -0.22
O 1.10 -1.40 -0.63
C 2.81 0.42 1.14
C 3.87 0.83 0.67
H 1.40 -1.38 -1.55
H -1.63 -0.59 1.65
H 0.64 -0.87 1.82
H 0.34 0.94 1.56
H 0.32 0.64 -2.12
H 1.83 1.19 -1.36
H 0.31 1.83 -0.77
H -1.85 1.74 0.73
H -1.58 -1.46 -1.29
H -2.03 1.06 -0.91
H -3.23 0.73 0.33
H -1.12 -2.48 0.09
H -2.77 -1.91 -0.07
H 4.85 1.15 0.37
*
```

Calculated values
Lowest unoccupied orbital energy, eV: 0.21

natural (NBO) atomic charge list, values in e, 5 entries: atom 1 (C): 0.6785, atom 2 (C): -0.1844, atom 3 (C): -0.3707, atom 4 (C): -0.7529, atom 5 (C): -0.6458

=====

Run c
Entry from the Open Molecules 2025 dataset: the molecule C8H14O (the ωB97M-V functional and the def2-TZVPD basis).

```
! RIJCOSX wB97M-V def2-TZVPD def2/J DEFGRID3
* xyz 0 1
C -0.72 -2.15 0.32
C -0.76 1.39 -1.52
C -0.34 1.48 1.73
C 2.37 -0.54 -0.29
C -1.16 -0.92 -0.42
C -0.57 0.30 -0.50
C 0.27 0.60 0.66
C 1.59 0.31 0.66
O -2.26 -1.22 -1.21
H -2.67 -0.40 -1.53
H 2.20 0.75 1.46
H -1.58 -2.68 0.73
H -0.19 -2.84 -0.35
H -0.07 -1.96 1.18
H -0.90 2.37 -1.04
H -1.63 1.23 -2.16
H 0.13 1.45 -2.16
H 0.35 1.64 2.56
H -0.61 2.47 1.34
H -1.24 1.01 2.14
H 1.77 -1.05 -1.04
H 3.11 0.08 -0.83
H 2.91 -1.31 0.27
*
```

Calculated values
Lowest unoccupied orbital energy, eV: 0.80

natural (NBO) atomic charge list, values in e, 5 entries: atom 1 (C): -0.6736, atom 2 (C): -0.6213, atom 3 (C): -0.6322, atom 4 (C): -0.6525, atom 5 (C): 0.3525

=====

Result of the stability comparison: run b is the least stable of them.

=====

Run a
Entry from the Open Molecules 2025 dataset: an isolated ion of composition C3H5O2 and charge +1 (the ωB97M-V functional and the def2-TZVPD basis).

```
! RIJCOSX wB97M-V def2-TZVPD def2/J DEFGRID3
* xyz 1 1
C 0.18 0.81 -0.66
C 0.98 0.26 0.45
C -1.32 -0.76 -0.14
O 0.44 -0.70 1.18
O -0.94 0.23 -0.86
H 0.37 1.64 -1.26
H 1.93 -0.13 -0.16
H 1.36 1.16 1.20
H -0.97 -1.84 -0.40
H -2.02 -0.68 0.65
*
```

Calculated values
Lowest unoccupied orbital energy, eV: -6.85

natural (NBO) atomic charge list, values in e, 5 entries: atom 1 (C): 0.5067, atom 2 (C): -0.2184, atom 3 (C): 0.2605, atom 4 (O): -0.5504, atom 5 (O): -0.3656

=====

Run b
Entry from the Open Molecules 2025 dataset: an isolated ion of composition C3H5O2 and charge +1 (the ωB97M-V functional and the def2-TZVPD basis).

```
! RIJCOSX wB97M-V def2-TZVPD def2/J DEFGRID3
* xyz 1 1
C -1.47 0.13 0.02
C 0.70 -0.86 -0.01
C 0.72 0.71 -0.01
O -0.95 -1.03 -0.01
O -0.68 1.14 0.03
H -2.50 0.08 -0.17
H 1.21 -1.43 -0.77
H 0.80 -1.34 0.93
H 1.12 1.29 0.89
H 1.05 1.31 -0.89
*
```

Calculated values
Lowest unoccupied orbital energy, eV: -4.98

natural (NBO) atomic charge list, values in e, 5 entries: atom 1 (C): 0.7043, atom 2 (C): -0.0648, atom 3 (C): -0.1525, atom 4 (O): -0.3909, atom 5 (O): -0.3650

=====

Result of the stability comparison: run a is the least stable of them.

=====

Run a
Entry from the Open Molecules 2025 dataset: a 2-piece molecular cluster, C2H8NO2 overall (the ωB97M-V functional and the def2-TZVPD basis).

```
! RIJCOSX wB97M-V def2-TZVPD def2/J DEFGRID3
* xyz 1 1
C 0.67 -0.76 1.22
C -0.61 0.54 -1.28
N -0.30 0.34 1.03
O -1.05 -0.55 -1.77
O 0.66 0.75 -1.58
H 0.55 -1.12 2.29
H 0.24 -1.46 0.50
H 1.75 -0.58 1.04
H -1.27 1.28 -0.74
H -1.27 0.03 0.97
H -0.20 1.13 1.79
H -0.26 -1.15 -2.08
H 1.10 1.54 -1.38
*
```

Calculated values
Lowest unoccupied orbital energy, eV: -4.39

natural (NBO) atomic charge list, values in e, 5 entries: atom 1 (C): -0.4275, atom 2 (C): 0.7106, atom 3 (N): -0.8419, atom 4 (O): -0.5770, atom 5 (O): -0.6331

=====

Run b
Entry from the Open Molecules 2025 dataset: a 2-piece molecular cluster, C2H8NO2 overall (the ωB97M-V functional and the def2-TZVPD basis).

```
! RIJCOSX wB97M-V def2-TZVPD def2/J DEFGRID3
* xyz 1 1
O 1.24 1.61 0.23
C 0.38 1.60 -0.60
C -0.93 0.90 -0.29
N -0.63 -0.12 0.76
H 0.50 2.06 -1.59
H -1.67 1.57 0.13
H -1.36 0.39 -1.14
H -1.44 -0.75 0.88
H 0.20 -0.70 0.50
H -0.40 0.33 1.65
H 0.91 -2.85 0.14
H 2.08 -2.04 -0.42
O 1.12 -1.99 -0.25
*
```

Calculated values
Lowest unoccupied orbital energy, eV: -3.69

natural (NBO) atomic charge list, values in e, 5 entries: atom 1 (O): -0.4809, atom 2 (C): 0.4177, atom 3 (C): -0.3320, atom 4 (N): -0.6891, atom 5 (H): 0.1663

=====

Result of the stability comparison: run a is the least stable of them.